This record from the Open Molecules 2025 dataset describes 12 unconnected molecules or ions with the total composition C64H162N10O24 in a non-equilibrium geometry. The level of theory is ωB97M-V/def2-TZVPD.

Each line ends with the Mulliken charge.
Cartesian coordinates (Å):
C1 24.593 4.784 22.092  -0.7577
O1 24.154 6.118 22.048  -0.3383
C2 24.614 6.772 23.223  -0.6239
C3 24.258 8.178 23.189  -0.6578
N1 22.849 8.470 23.238  0.0625
C4 22.599 9.877 22.905  -0.2798
C5 23.073 10.889 23.957  0.2657
O2 24.464 11.164 23.791  -0.4719
C6 25.061 11.854 24.895  -0.3902
H1 24.285 4.270 22.998  0.3312
H2 25.717 4.708 22.147  0.2948
H3 24.293 4.243 21.143  0.2403
H4 25.718 6.648 23.282  0.5184
H5 24.122 6.193 24.047  0.1926
H6 24.773 8.649 22.319  0.4107
H7 24.735 8.634 24.074  0.1801
H8 22.416 7.895 22.504  0.2163
H9 21.528 10.007 22.681  -0.5611
H10 23.110 10.084 21.949  0.6066
H11 22.986 10.441 24.983  -0.1771
H12 22.485 11.884 24.023  0.4573
H13 24.382 12.675 25.215  0.1441
H14 26.020 12.317 24.602  0.3507
H15 25.179 11.155 25.706  0.0989
C7 7.376 9.987 25.324  -0.8439
O3 8.495 10.322 26.128  -0.1853
C8 8.928 11.669 25.921  -1.1220
C9 10.201 11.929 26.682  0.5828
N2 9.934 12.003 28.067  -0.4646
C10 11.160 11.826 28.824  0.1502
C11 10.888 11.277 30.208  -0.5265
O4 9.930 10.229 30.184  -0.5373
C12 10.505 8.980 29.737  -0.1734
H16 7.712 10.266 24.291  0.3268
H17 6.481 10.553 25.598  0.2981
H18 7.255 8.922 25.439  0.2299
H19 8.153 12.405 26.212  0.4074
H20 9.203 11.736 24.879  0.5537
H21 10.533 12.953 26.460  0.2324
H22 10.996 11.165 26.404  -0.2915
H23 9.272 11.259 28.288  0.3978
H24 11.643 12.769 28.848  0.5461
H25 11.861 11.255 28.264  -0.4730
H26 10.450 11.917 30.997  0.2826
H27 11.809 10.864 30.607  0.2129
H28 11.337 8.666 30.389  0.2156
H29 10.886 9.098 28.729  -0.0674
H30 9.796 8.163 29.686  0.3104
C13 13.493 13.726 25.120  -0.5940
O5 14.791 14.110 25.581  -0.5848
C14 15.770 13.139 25.255  0.3923
C15 17.071 13.572 25.827  -0.5247
N3 17.078 13.515 27.286  0.0124
C16 18.401 13.661 27.869  0.2406
C17 18.332 13.649 29.353  -0.1205
O6 17.642 14.822 29.743  -0.5009
C18 17.268 14.798 31.117  -0.5683
H31 13.647 13.203 24.181  0.2787
H32 13.001 14.662 24.930  0.3562
H33 12.976 13.065 25.818  0.1374
H34 15.941 13.050 24.171  0.3278
H35 15.600 12.169 25.711  -0.2127
H36 17.354 14.615 25.495  0.4243
H37 17.902 12.899 25.514  -0.2130
H38 16.426 14.183 27.657  0.2823
H39 18.856 14.607 27.560  0.6803
H40 18.992 12.766 27.564  -0.7881
H41 19.363 13.699 29.791  0.2902
H42 17.810 12.771 29.750  -0.2591
H43 18.128 14.682 31.775  0.2883
H44 16.513 13.974 31.190  0.1577
H45 16.655 15.665 31.350  0.3684
C19 14.146 9.498 22.945  -0.8170
O7 15.066 8.457 23.285  -0.2616
C20 16.012 8.952 24.267  0.3230
C21 16.963 9.942 23.703  0.1805
N4 17.488 9.455 22.435  0.0549
C22 18.420 10.302 21.747  -0.4116
C23 17.922 11.709 21.503  -0.7864
O8 16.680 11.681 20.749  -0.3160
C24 16.269 13.009 20.375  -0.7700
H46 13.387 8.968 22.338  0.3095
H47 14.662 10.191 22.293  0.2982
H48 13.702 9.980 23.812  0.1268
H49 16.532 8.054 24.621  -0.2279
H50 15.608 9.461 25.145  0.2606
H51 17.740 10.190 24.408  0.0566
H52 16.413 10.889 23.586  -0.4762
H53 16.706 9.184 21.898  0.2946
H54 18.819 9.868 20.831  0.7553
H55 19.280 10.439 22.381  -0.2516
H56 18.655 12.168 20.869  0.7205
H57 17.804 12.282 22.432  0.0919
H58 15.318 12.932 19.895  0.2727
H59 16.971 13.555 19.739  0.3319
H60 16.193 13.638 21.282  0.2579
C25 16.850 6.451 32.496  -1.3757
O9 17.988 7.207 32.135  -0.2543
C26 19.229 6.560 32.451  -1.0172
C27 20.022 6.712 31.152  0.0611
N5 19.350 6.063 30.116  -0.2461
C28 19.862 6.317 28.788  0.1739
C29 18.908 5.737 27.748  -0.6252
O10 17.698 6.385 27.876  0.3695
C30 16.698 5.835 27.074  0.3187
H61 16.003 7.106 32.621  0.3168
H62 16.969 5.969 33.474  0.5668
H63 16.590 5.629 31.787  0.4406
H64 19.135 5.527 32.789  0.5822
H65 19.681 7.119 33.301  0.3218
H66 21.020 6.288 31.267  0.4862
H67 20.141 7.762 30.922  -0.3470
H68 18.406 6.345 30.033  -0.1001
H69 20.883 5.939 28.670  0.6291
H70 19.916 7.372 28.603  -0.3872
H71 18.756 4.652 27.907  0.4548
H72 19.384 5.900 26.737  -0.1954
H73 16.220 4.984 27.550  0.3650
H74 17.051 5.572 26.041  0.5054
H75 15.950 6.579 27.020  -1.2639
C31 24.558 14.705 27.712  -0.7776
O11 23.741 13.790 28.358  -0.2050
C32 22.416 13.604 27.829  -1.3650
C33 21.835 12.322 28.526  1.2427
N6 21.757 12.395 29.956  -0.4351
C34 21.399 11.106 30.467  2.1182
C35 21.625 11.105 31.936  -0.7010
O12 22.920 11.586 32.387  -0.5012
C36 23.743 10.448 32.594  -0.3280
H76 24.110 15.723 27.803  0.2882
H77 24.615 14.384 26.698  0.2810
H78 25.592 14.690 28.162  0.1991
H79 22.482 13.524 26.761  0.5579
H80 21.838 14.476 28.151  0.4427
H81 22.476 11.499 28.229  -0.2307
H82 20.853 12.107 28.107  -0.4293
H83 22.608 12.700 30.390  0.5674
H84 21.962 10.265 29.988  -0.2791
H85 20.369 10.867 30.312  -1.3713
H86 21.489 10.134 32.332  0.4403
H87 20.858 11.740 32.429  -0.0053
H88 24.064 9.991 31.678  0.0296
H89 23.205 9.718 33.187  0.3795
H90 24.643 10.835 33.104  0.2401
C37 10.789 4.390 28.534  -0.9440
O13 12.126 4.770 28.522  -0.3146
C38 12.481 5.776 29.378  0.1945
C39 14.004 5.772 29.584  1.0252
N7 14.535 4.575 30.238  -0.1774
C40 13.756 4.092 31.405  -0.8950
C41 13.789 5.105 32.554  0.1531
O14 12.664 4.973 33.386  -0.4903
C42 12.477 6.003 34.268  -0.7074
H91 10.442 4.202 29.531  0.4051
H92 10.517 3.494 27.946  0.3017
H93 10.116 5.195 28.147  0.2750
H94 11.940 5.596 30.331  1.0338
H95 12.172 6.815 29.042  -0.8917
H96 14.309 6.680 30.058  -0.8975
H97 14.451 5.719 28.608  -0.6806
H98 14.523 3.800 29.576  0.3890
H99 14.226 3.176 31.691  0.6254
H100 12.703 3.823 31.064  0.2272
H101 13.755 6.087 32.091  -0.0209
H102 14.666 5.017 33.159  0.5645
H103 11.692 6.742 34.001  0.2548
H104 13.426 6.610 34.444  0.2477
H105 12.199 5.584 35.241  0.2887
C43 24.167 8.033 28.633  -0.6085
O15 24.737 9.058 29.404  -0.4437
C44 25.339 10.084 28.651  0.1775
C45 25.780 11.143 29.573  -0.5456
N8 26.809 10.557 30.473  -0.0801
C46 27.835 11.490 30.930  -0.6789
C47 28.887 10.700 31.692  -0.6066
O16 29.691 10.023 30.839  -0.3030
C48 30.636 9.166 31.493  -0.7839
H106 23.411 7.503 29.206  0.1657
H107 24.910 7.266 28.318  0.3455
H108 23.621 8.448 27.744  0.1600
H109 24.599 10.427 27.980  -0.5306
H110 26.153 9.721 28.046  0.5068
H111 25.026 11.700 30.145  0.2376
H112 26.215 11.947 28.925  0.3251
H113 26.401 10.107 31.242  0.2560
H114 27.523 12.281 31.626  0.3484
H115 28.360 11.923 30.066  0.3194
H116 28.434 10.026 32.452  0.3412
H117 29.440 11.492 32.188  0.4312
H118 30.095 8.460 32.111  0.3216
H119 31.263 9.746 32.138  0.3131
H120 31.159 8.627 30.732  0.2472
C49 14.023 8.799 27.843  0.3857
O17 13.989 8.794 29.233  -0.3365
C50 15.255 9.014 29.855  0.7164
C51 15.913 10.312 29.359  -0.8644
N9 16.736 10.150 28.137  1.4187
C52 18.117 9.798 28.529  0.7420
C53 18.912 9.541 27.272  -1.1267
O18 19.208 10.787 26.664  1.5570
C54 20.309 10.777 25.784  -0.8754
H121 14.777 8.122 27.459  -0.8759
H122 14.217 9.769 27.423  0.5965
H123 13.073 8.389 27.419  -0.1440
H124 15.896 8.118 29.713  -0.2686
H125 14.971 9.063 30.921  0.3194
H126 16.421 10.771 30.260  -0.7311
H127 15.055 10.934 29.074  0.6747
H128 16.688 11.056 27.631  -0.8909
H129 18.084 8.793 28.945  -0.5000
H130 18.599 10.529 29.159  -0.0937
H131 18.410 8.904 26.524  -0.4672
H132 19.863 9.097 27.534  0.1719
H133 20.078 10.227 24.863  0.1069
H134 21.208 10.331 26.208  -0.0012
H135 20.477 11.859 25.525  0.2569
C55 13.706 2.894 20.955  -0.8038
O19 13.592 4.176 21.437  -0.3056
C56 14.066 4.245 22.789  -0.5024
C57 13.674 5.624 23.274  -0.0427
N10 14.144 5.902 24.567  0.5139
C58 13.181 5.521 25.675  0.1849
C59 11.898 6.375 25.658  -0.8790
O20 12.197 7.735 25.306  0.4688
C60 11.112 8.524 24.913  -1.1015
H136 13.252 2.109 21.538  0.3239
H137 14.774 2.662 20.854  0.3201
H138 13.302 2.767 19.935  0.2575
H139 15.151 4.094 22.958  0.3077
H140 13.598 3.468 23.405  0.3274
H141 12.551 5.824 23.235  -0.0271
H142 14.061 6.358 22.547  0.1361
H143 14.413 6.855 24.651  -0.4078
H144 13.719 5.682 26.594  -1.1939
H145 12.864 4.499 25.647  0.6274
H146 11.348 6.385 26.612  0.2943
H147 11.241 6.039 24.857  0.6729
H148 10.637 8.040 24.009  0.2144
H149 11.471 9.511 24.676  0.2008
H150 10.378 8.554 25.724  0.4083
C61 21.016 6.208 24.383  -0.8661
C62 19.698 6.581 23.786  0.7319
O21 19.880 7.798 23.026  -0.4561
O22 21.405 7.120 25.368  -0.0790
H151 21.820 5.946 23.658  0.0122
H152 20.832 5.270 24.973  0.4620
H153 19.074 6.795 24.658  -0.5377
H154 19.275 5.746 23.221  0.4638
H155 19.011 8.104 22.677  0.2178
H156 21.880 7.791 24.909  0.1392
C63 17.719 10.331 33.152  -0.5474
C64 17.483 11.807 33.234  0.0416
O23 16.607 11.927 34.334  -0.5839
O24 18.358 10.030 31.968  0.4271
H157 16.765 9.795 33.232  0.1193
H158 18.229 10.091 34.050  0.4851
H159 17.019 12.088 32.289  -0.1803
H160 18.477 12.231 33.521  0.3060
H161 16.549 12.845 34.546  0.3501
H162 18.312 9.056 31.767  -0.1508

Forces on the atoms, in the same order (eV/Å):
C 1.12 -0.75 -1.38
O 0.28 -0.28 -0.20
C -0.13 -2.36 0.20
C 1.18 1.97 0.51
N -0.43 -0.07 -0.36
C -0.23 0.37 -0.67
C 0.16 0.48 1.48
O 0.28 0.44 -0.43
C -1.06 0.58 -0.78
H -0.63 -0.20 0.07
H -0.73 0.35 -0.24
H 0.04 0.66 1.27
H -0.48 0.13 0.16
H 0.56 0.73 0.04
H -0.35 -0.15 0.25
H -0.10 -0.01 -0.27
H -0.18 0.39 0.45
H 0.29 -0.12 0.45
H 0.04 0.39 0.20
H -0.31 0.08 -0.65
H 0.67 -1.45 -0.55
H 0.36 -0.36 -0.01
H -0.44 -0.52 -0.06
H 0.25 -0.20 0.60
C 1.45 0.87 -0.68
O -0.06 0.54 0.84
C 0.16 -0.54 -0.05
C 0.12 0.48 -0.69
N -0.52 -1.13 1.22
C -1.40 0.60 0.43
C -0.38 -0.62 0.89
O -0.01 -1.61 -0.35
C 0.34 0.74 0.19
H -0.89 -0.51 0.33
H -0.03 -0.10 0.00
H -0.33 -0.26 -0.15
H 0.22 -0.33 -0.25
H -0.30 0.44 -0.76
H 0.37 -0.30 -0.87
H -0.68 0.70 0.15
H 0.31 0.05 0.36
H 0.56 1.26 0.57
H 0.71 -1.36 -0.33
H 0.46 0.49 -0.92
H 0.46 0.09 0.20
H -0.16 0.21 -0.11
H 0.31 0.04 -0.36
H -0.60 0.24 0.33
C 1.28 0.08 -0.09
O -0.05 -0.72 -0.07
C 0.63 0.59 0.01
C 1.87 1.06 0.78
N -0.32 -0.77 -0.33
C -0.12 -0.80 -0.54
C 0.83 0.63 1.10
O -0.27 0.64 0.57
C -1.33 -0.96 -1.15
H -0.38 -0.19 -0.38
H -0.73 0.17 0.07
H -0.07 0.16 0.11
H -0.60 -0.08 -0.05
H -0.69 -0.46 -0.08
H -0.32 -0.81 -0.09
H -0.62 0.23 -0.16
H -0.08 0.32 0.23
H 0.42 -0.01 -0.13
H -0.25 0.89 -0.04
H -0.60 -0.37 -0.31
H 0.01 -0.17 -0.13
H -0.08 -0.07 0.14
H 0.83 0.12 0.56
H 0.50 0.49 -0.08
C -0.16 -1.48 -1.12
O 0.30 1.28 1.61
C 0.20 -1.24 0.13
C 0.04 0.83 -1.18
N 0.96 -0.61 1.00
C -0.40 0.84 0.24
C -1.05 -0.19 -1.09
O 0.62 0.75 0.30
C 0.72 -0.21 1.35
H 0.07 0.56 0.41
H -0.08 0.65 -0.11
H -0.02 0.03 0.18
H 0.02 0.08 -0.08
H -0.89 -0.36 0.07
H 0.54 -0.24 0.38
H 0.01 0.04 -0.20
H -0.74 -0.33 -1.02
H -0.44 -0.25 -0.09
H 0.58 -0.09 0.45
H 0.62 0.74 -0.20
H -0.09 -0.02 -0.08
H -0.57 -0.07 -0.29
H 0.23 -0.44 -0.28
H -0.26 -0.22 -0.19
C -0.31 -0.92 0.21
O -0.40 -0.69 0.52
C 0.58 1.32 -0.15
C 0.71 -0.07 1.48
N -0.06 -1.72 -1.58
C 0.09 -0.76 -0.12
C 1.85 -0.71 -0.40
O -0.27 0.73 0.15
C 0.26 -0.45 -0.81
H -0.28 0.42 -0.30
H 0.25 0.09 0.04
H 0.31 0.70 0.09
H -0.36 -0.09 -0.41
H -0.02 -0.23 -0.55
H 0.18 -0.02 0.06
H 0.22 0.89 0.21
H -1.25 0.32 0.57
H -0.14 -0.23 -0.08
H 0.16 0.93 -0.20
H 0.26 0.23 -0.04
H -0.59 -0.15 0.71
H 0.20 -0.58 0.02
H -0.24 0.19 0.83
H -0.87 0.83 -0.44
C 0.12 0.87 0.82
O -0.42 -1.33 1.03
C 0.45 -0.32 2.35
C 0.75 1.37 -1.33
N -0.76 0.35 -0.54
C 1.19 -0.54 0.14
C -0.29 1.56 1.36
O -0.96 -0.84 -0.70
C 0.80 1.18 0.52
H 0.55 -0.39 -0.29
H 0.37 0.27 -1.27
H -1.17 -0.01 -0.31
H -0.27 -0.20 -0.75
H -0.29 0.07 -0.37
H 0.40 -0.50 -0.31
H -0.11 0.08 0.05
H 0.52 0.12 -0.06
H 0.07 0.39 0.10
H -0.89 0.04 -0.17
H -0.32 -1.19 0.39
H 0.48 -0.10 -0.33
H 0.03 -0.34 -0.73
H 0.17 -0.24 0.40
H -0.33 -0.41 0.05
C -1.61 0.73 -0.55
O 0.32 -1.64 -1.68
C -0.15 1.83 1.44
C -0.86 -1.31 -0.35
N -0.27 -0.33 0.78
C -0.68 0.19 -0.96
C -1.10 0.03 -1.06
O -0.38 -1.20 -0.87
C 0.72 1.85 1.62
H -0.11 -0.18 0.91
H 0.98 0.33 0.04
H 0.47 -0.24 0.13
H 0.31 0.38 -0.07
H 0.19 -0.97 0.00
H 0.14 0.34 0.39
H 0.19 0.51 -0.53
H 0.11 0.36 0.06
H 0.21 -0.70 0.37
H 0.92 0.48 0.89
H 0.22 0.45 0.00
H 0.88 -0.10 0.26
H 0.28 -0.46 -0.32
H -0.92 -0.69 -0.22
H -0.02 0.06 -0.06
C -0.20 -0.15 -0.84
O -0.22 -0.58 0.47
C -0.88 -0.77 0.36
C 1.65 1.15 0.67
N 0.61 1.94 -1.88
C 0.16 -1.23 0.03
C -0.90 1.20 0.93
O 1.47 -1.54 -1.22
C -1.61 0.61 -0.26
H -0.01 0.09 0.37
H -0.24 0.57 -0.07
H 0.55 -0.31 0.43
H -1.02 0.82 -1.04
H 0.71 -0.30 -0.07
H -0.47 -0.52 -0.25
H 0.15 -0.61 0.58
H -0.81 -0.70 1.07
H -0.42 0.18 -0.26
H -0.36 0.07 0.19
H 0.03 0.30 -0.18
H 0.55 0.02 0.77
H -0.17 -0.39 0.26
H 0.77 0.35 0.30
H 0.50 -0.13 -0.39
C -0.97 -1.22 -0.93
O -0.21 0.11 0.48
C -0.21 -0.17 -0.01
C -0.40 -0.03 0.39
N -0.02 0.71 1.26
C -1.06 -0.93 -2.20
C 0.59 0.66 -0.39
O 0.10 0.42 -0.16
C -0.56 1.04 -0.54
H 0.52 -0.11 -0.07
H 0.04 0.63 -0.26
H 0.46 0.59 0.63
H -0.02 0.39 -0.09
H 0.46 0.18 -0.30
H -0.10 -0.21 -1.11
H 0.23 0.25 0.30
H 0.51 -0.63 0.53
H -0.17 0.07 0.82
H 0.21 0.16 0.39
H -0.10 -0.09 0.51
H 0.38 -0.45 0.09
H 0.04 -0.08 -0.07
H 0.05 0.02 0.33
H 0.11 -1.03 0.17
C 1.10 -1.02 -1.72
O -0.01 0.29 1.13
C -0.71 0.38 0.07
C -1.57 0.88 -1.34
N -0.35 -1.57 2.37
C 0.72 2.21 -1.01
C -0.16 1.08 -0.62
O 1.42 -0.28 0.39
C -0.81 -1.67 -0.36
H -0.37 -0.13 0.72
H 0.07 -0.35 0.07
H -0.09 0.60 0.37
H -0.22 0.19 -0.74
H -0.24 -0.07 -0.13
H 0.99 -0.77 -0.37
H 0.17 -0.28 0.35
H -0.05 0.74 0.16
H 0.08 -0.01 0.40
H 0.15 -0.76 -0.24
H 0.19 -0.34 -0.15
H -0.37 -0.48 0.06
H 0.17 0.67 0.63
H 0.09 0.33 -0.09
H -0.22 0.32 -0.13
C 0.06 -2.09 0.93
C 0.17 1.16 -0.18
O -0.54 -0.66 -0.20
O -0.24 -0.55 0.81
H -0.50 0.49 0.22
H 0.10 0.38 -0.69
H -0.38 -0.03 -0.13
H -0.03 0.16 -0.27
H 0.25 -0.17 0.43
H 0.89 1.35 -0.86
C -1.32 -0.46 0.02
C 0.56 -0.91 0.58
O -0.33 -0.16 0.01
O 0.99 -1.21 -1.38
H -0.22 0.19 -0.11
H 1.09 -0.71 0.85
H 0.34 0.73 0.02
H -0.75 0.42 -0.94
H -0.21 0.88 0.38
H -0.15 1.14 0.60

Results
- E: -133020.4037 eV
- Orbital gap: 9.04 eV
- SMILES string: COCCNCCOC.COCCNCCOC.COCCNCCOC.COCCNCCOC.COCCNCCOC.COCCNCCOC.COCCNCCOC.COCCNCCOC.COCCNCCOC.COCCNCCOC.OCCO.OCCO
- HOMO level: -8.46 eV